The following is a quantum chemistry calculation of 2 unconnected molecules or ions with the total composition C2H10N3O in a non-equilibrium geometry, from the Open Molecules 2025 dataset.

As for the total charge: +1. Its gap between HOMO and LUMO is 11.3 eV. As for the energy: -321.436844 a.u. For the energy above the lowest of the compared OMol25 structures with the same formula, charge and spin, the calculation gives 231.5 kJ/mol. As for the maximum force: 6.727 eV/A. As for the spin multiplicity: 1. The calculation puts the molar mass at 92.12 Da.

Geometry (Å):
C  1.04685  1.46778  -1.83327
N  0.76821  1.41635  -0.39726
C  0.20225  0.24330  0.15723
N  0.69512  -0.06084  1.27569
N  -0.50821  -0.53477  -0.64193
H  0.09788  1.55032  -2.34532
H  1.78626  0.90994  -2.47451
H  1.28783  2.66666  -2.02517
H  1.42351  2.01134  -0.00275
H  0.17335  -0.50448  2.02237
H  1.70762  0.16556  1.43432
H  -1.18949  -1.09424  -0.16010
H  -0.39564  -0.34623  -1.59736
H  -1.87600  -2.05296  2.26103
H  -2.64048  -2.41539  1.01324
O  -1.81941  -2.11276  1.28438

Löwdin atomic charge list, values in e, 6 entries: -0.102 0.031 -0.427 0.209 0.240 0.067

=====

The following is a quantum chemistry calculation of 13 unconnected molecules or ions with the total composition C33H39F7N6O21 in a non-equilibrium geometry, from the Open Molecules 2025 dataset.

Its gap between HOMO and LUMO is 10.6 eV. As for the energy: -3888.360590 a.u. As for the maximum force: 6.315 eV/A. As for the spin multiplicity: 1. The calculation puts the molar mass at 988.68 Da.

Geometry (Å):
C  17.59051  8.46755  10.69952
C  16.95865  9.25355  9.52344
O  17.91976  9.10406  8.51685
C  19.22550  8.83391  9.08165
O  20.30719  8.76242  8.49406
O  18.95462  8.67517  10.48264
F  16.69538  10.49731  9.86933
H  17.30544  7.41562  10.71597
H  17.23074  8.92316  11.62206
H  16.06668  8.66817  9.30023
C  14.91816  15.66171  5.65399
C  15.84078  15.15311  6.74862
O  16.38121  16.27904  7.42452
C  15.72368  17.30379  6.99054
O  15.88134  18.41324  7.40240
O  14.80981  16.94255  6.04543
F  16.77902  14.46171  6.12094
H  13.90255  15.28775  5.78369
H  15.28026  15.61880  4.62679
H  15.32160  14.48437  7.43518
C  23.54340  7.03283  4.13087
C  23.12363  5.55294  4.62123
O  22.25085  5.17879  3.65521
C  22.10861  6.13126  2.70998
O  21.31136  6.02672  1.79646
O  22.96416  7.16375  2.88268
F  22.60258  5.61817  5.83508
H  24.61892  7.18413  4.22287
H  23.26318  7.82501  4.82516
H  23.93061  4.82110  4.58524
C  15.50578  2.74221  4.36332
C  16.87686  3.38949  4.29329
O  16.92478  4.18752  5.44269
C  15.85276  4.16557  6.09063
O  15.49240  4.88082  7.03359
O  15.09778  3.20959  5.58610
F  16.91058  4.26689  3.32675
H  15.46828  1.65394  4.31471
H  14.90832  3.06763  3.51171
H  17.81133  2.83436  4.37509
C  11.96008  12.30985  11.84543
C  12.80425  12.37986  13.13021
O  11.85223  12.27003  14.17380
C  10.64854  12.48072  13.67729
O  9.58935  12.33923  14.33938
O  10.68781  12.73838  12.33314
F  13.54536  13.43967  13.09461
H  11.98512  11.25575  11.56910
H  12.30986  12.96280  11.04580
H  13.38284  11.45633  13.15062
C  18.86186  7.97941  18.43811
C  18.29504  8.40519  17.09375
O  17.02414  7.69514  17.17863
C  17.07768  6.66539  18.03087
O  16.21295  5.79967  18.16801
O  18.14379  6.81408  18.82680
F  19.01978  8.09129  16.00749
H  18.51388  8.77736  19.09407
H  19.94745  7.91634  18.36321
H  18.03240  9.46250  17.05897
C  17.12068  10.86439  2.53698
C  16.75919  9.43336  2.57008
O  15.35947  9.35054  2.23600
C  14.81318  10.59674  2.08841
O  13.65884  10.99305  1.86116
O  15.90401  11.46945  2.21742
F  17.03768  8.87955  3.74470
H  17.87788  10.82569  1.75388
H  17.42961  11.19454  3.52878
H  17.30671  8.84999  1.82979
C  22.46376  10.98924  13.60192
C  23.15231  12.11689  12.94791
N  23.69035  13.02485  12.42438
H  22.15191  10.23315  12.88138
H  21.57892  11.49969  13.98216
H  23.05244  10.57174  14.41878
C  24.09873  12.75930  7.93018
C  23.79327  12.55670  6.49779
N  23.52111  12.43667  5.37237
H  24.14819  11.74109  8.31606
H  23.35012  13.40779  8.38532
H  25.03851  13.29660  8.05748
C  11.46254  7.98818  5.72939
C  11.90718  9.13959  6.39913
N  12.41173  10.06690  6.86904
H  11.74903  8.02396  4.67832
H  10.42197  7.73128  5.92768
H  11.98158  7.22040  6.30315
C  25.40109  7.45886  8.99150
C  26.40302  8.05168  9.85286
N  27.20903  8.51342  10.59260
H  24.42082  7.18550  9.38195
H  25.79494  6.63500  8.39632
H  25.13618  8.37502  8.46370
C  13.11538  5.21754  13.94416
C  13.23452  6.46502  13.15276
N  13.20787  7.43204  12.48206
H  13.54673  5.44903  14.91804
H  13.77588  4.47775  13.49189
H  12.10824  4.80986  14.03124
C  19.29410  14.51712  11.72839
C  18.75232  13.43144  12.47886
N  18.24556  12.54973  13.04923
H  20.09123  14.09569  11.11595
H  19.73780  15.09666  12.53793
H  18.57246  15.06879  11.12589

Löwdin atomic charge list, values in e, 6 entries: -0.097 -0.372 0.093 -0.341 0.131 0.022

=====

The following is a quantum chemistry calculation of a gas-phase ion, C8H14NO2Si (charge +1) in a non-equilibrium geometry, from the Open Molecules 2025 dataset.

Its structure (SMILES) is C=[N+]1C(=O)CC=C1O[Si](C)(C)C. As for the total charge: +1. Its gap between HOMO and LUMO is 7.8 eV. As for the energy: -807.693263 a.u. For the energy above the lowest of the compared OMol25 structures with the same formula, charge and spin, the calculation gives 0.0 kJ/mol. As for the maximum force: 3.904 eV/A. As for the spin multiplicity: 1. The calculation puts the molar mass at 184.29 Da.

Geometry (Å):
C  1.42386  1.05307  0.99934
C  1.02153  -0.04105  0.42034
C  3.28216  0.44010  -0.38958
C  2.11910  -1.58083  -1.26592
C  2.84499  1.43804  0.64306
C  -2.40738  0.93864  1.33100
C  -2.52595  -1.98303  0.45178
C  -1.58276  0.59796  -1.67705
N  2.14737  -0.51852  -0.53588
O  4.29826  0.30317  -0.98728
O  -0.07307  -0.68081  0.19925
Si  -1.69322  -0.29479  0.05273
H  0.82953  1.68472  1.77315
H  2.91156  -1.69557  -1.91430
H  1.27357  -2.20674  -1.02431
H  2.95742  2.48286  0.09514
H  3.63620  1.45050  1.52979
H  -2.05511  0.52724  2.25970
H  -2.04071  1.93750  1.13802
H  -3.54645  0.79713  1.20687
H  -3.67151  -1.73032  0.40080
H  -2.27121  -2.68752  -0.37962
H  -2.23418  -2.45003  1.37750
H  -2.54889  1.14575  -1.72939
H  -0.55648  1.19556  -1.49794
H  -1.53864  -0.12300  -2.47721

Löwdin atomic charge list, values in e, 6 entries: 0.014 -0.319 -0.344 0.277 -0.063 -0.161

=====

The following is a quantum chemistry calculation of 10 unconnected molecules or ions with the total composition C17H54N6O17 in a non-equilibrium geometry, from the Open Molecules 2025 dataset.

Its structure (SMILES) is NC(N)=O.NC(N)=O.NC(N)=O.OCCO.OCCO.OCCO.OCCO.OCCO.OCCO.OCCO. Its gap between HOMO and LUMO is 9.3 eV. As for the energy: -2287.738872 a.u. For the energy above the lowest of the compared OMol25 structures with the same formula, charge and spin, the calculation gives 59.8 kJ/mol. As for the maximum force: 2.316 eV/A. As for the spin multiplicity: 1. The calculation puts the molar mass at 614.64 Da.

Geometry (Å):
C  -2.58111  0.45293  2.78512
C  -3.75195  -0.49705  2.68757
O  -3.24680  -1.60330  1.90206
O  -2.50054  1.25592  1.59425
H  -1.65180  -0.05720  3.04625
H  -2.76890  1.22184  3.54262
H  -4.54808  -0.02528  2.10682
H  -4.14482  -0.82665  3.64874
H  -4.00674  -2.15674  1.68567
H  -1.83356  1.93977  1.76194
C  2.67473  -4.26419  -0.29841
C  2.49983  -5.72372  0.04824
O  1.59315  -6.37104  -0.83459
O  1.47805  -3.49782  -0.08247
H  2.96333  -4.07188  -1.33189
H  3.46446  -3.83759  0.33425
H  2.15141  -5.83061  1.07804
H  3.49803  -6.15713  -0.04324
H  1.03580  -5.69680  -1.23646
H  1.20565  -3.74553  0.81795
C  0.23383  -3.19554  3.28375
C  -0.85597  -4.23640  3.02724
O  -2.11252  -3.66991  3.37402
O  1.48838  -3.71441  2.82867
H  0.18162  -3.09397  4.37344
H  0.11042  -2.21214  2.82732
H  -0.70580  -5.12889  3.63200
H  -0.83921  -4.57428  1.98153
H  -2.31200  -3.01657  2.68509
H  2.11612  -2.98182  2.80070
C  4.01628  2.92618  -1.36559
C  3.88309  1.44201  -1.16956
O  5.03936  0.83290  -0.59221
O  4.84765  3.24479  -2.49335
H  4.41826  3.41916  -0.47864
H  3.05463  3.34321  -1.67254
H  3.66809  1.00203  -2.14606
H  3.04248  1.35682  -0.47352
H  5.47379  0.39536  -1.32929
H  5.68180  3.64597  -2.24241
C  4.12245  0.32846  2.68447
C  3.10511  -0.77713  2.56182
O  1.88411  -0.36975  3.15674
O  3.68497  1.47762  1.95153
H  5.13856  0.09357  2.34699
H  4.26006  0.73206  3.68855
H  3.48597  -1.66098  3.08585
H  2.85842  -1.06219  1.53067
H  1.58914  0.43071  2.70065
H  3.91211  1.37585  1.02076
C  -5.46639  1.56086  -0.64261
C  -5.55543  3.06616  -0.53029
O  -5.00286  3.53864  0.71399
O  -4.09335  1.18704  -0.76297
H  -6.12266  1.22314  -1.43911
H  -5.70701  1.12293  0.33537
H  -6.55554  3.50269  -0.60521
H  -4.94223  3.46945  -1.34467
H  -4.99658  4.49590  0.63331
H  -3.65111  1.42613  0.06788
C  0.65264  2.22558  -3.64761
C  1.72843  2.60117  -4.67682
O  1.35890  2.43109  -6.02633
O  -0.08667  1.05552  -4.04891
H  -0.11470  3.00183  -3.62324
H  1.05012  1.94536  -2.67314
H  2.59574  1.95478  -4.51273
H  1.85855  3.67145  -4.51609
H  1.32165  1.49175  -6.22543
H  -1.01536  1.26633  -4.15580
C  -0.12436  -0.12383  -0.51993
O  -0.33170  1.03175  -0.89467
N  1.00589  -0.81909  -0.81595
N  -1.04034  -0.87941  0.13943
H  1.11761  -1.79804  -0.58408
H  1.68747  -0.25355  -1.28722
H  -1.73887  -0.40358  0.69214
H  -0.97340  -1.87854  0.19125
C  0.39093  3.45879  1.72725
O  -0.05162  2.58751  2.47762
N  0.08930  4.78406  1.93629
N  0.97256  3.15628  0.53104
H  0.78724  5.42619  1.59139
H  -0.17230  4.84673  2.91338
H  1.28538  3.87062  -0.09965
H  0.51771  2.31876  0.17380
C  -3.44090  -1.30642  -3.59682
O  -3.71187  -1.91197  -4.62955
N  -4.41102  -0.84176  -2.75845
N  -2.15069  -1.08818  -3.21878
H  -5.30776  -1.28605  -2.82819
H  -4.16122  -0.33650  -1.91931
H  -1.96672  -0.65438  -2.32854
H  -1.52878  -0.99779  -4.00312

Löwdin atomic charge list, values in e, 6 entries: -0.201 -0.167 -0.100 -0.107 0.124 0.131

=====

The following is a quantum chemistry calculation of C4H6O2Si in the gas phase in a non-equilibrium geometry, from the Open Molecules 2025 dataset.

Its structure (SMILES) is O=C1CC=C[Si@H]1O. Its gap between HOMO and LUMO is 9.2 eV. As for the energy: -595.967139 a.u. For the energy above the lowest of the compared OMol25 structures with the same formula, charge and spin, the calculation gives 95.8 kJ/mol. As for the maximum force: 4.069 eV/A. As for the spin multiplicity: 1. The calculation puts the molar mass at 114.18 Da.

Geometry (Å):
C  1.52957  -0.47400  0.13200
C  0.64483  -1.32735  -0.29281
C  -0.32168  1.20857  -0.32860
C  0.97973  0.91614  0.41623
O  -0.80418  2.31689  -0.33935
O  -2.05304  -0.70120  0.70388
Si  -1.05677  -0.58061  -0.59072
H  2.53318  -0.56363  0.15572
H  0.72386  -2.37816  -0.61787
H  0.53414  0.96151  1.47455
H  1.75055  1.58374  0.13831
H  -2.52418  0.09214  0.98558
H  -1.93602  -1.05405  -1.83692

Löwdin atomic charge list, values in e, 6 entries: -0.157 -0.166 -0.414 -0.159 0.032 -0.196

=====

The following is a quantum chemistry calculation of 2 unconnected molecules or ions with the total composition C2H5NO2 in a non-equilibrium geometry, from the Open Molecules 2025 dataset.

Its structure (SMILES) is NC=O.C=O. Its gap between HOMO and LUMO is 10.9 eV. As for the energy: -284.412006 a.u. For the energy above the lowest of the compared OMol25 structures with the same formula, charge and spin, the calculation gives 145.4 kJ/mol. As for the maximum force: 2.148 eV/A. As for the spin multiplicity: 1. The calculation puts the molar mass at 75.07 Da.

Geometry (Å):
O  -0.08314  -2.14608  -0.18368
C  -0.74609  -1.52734  -0.98138
H  -1.08925  -1.93587  -1.93375
H  -1.14741  -0.56525  -0.62508
C  0.63786  1.33305  0.22175
N  0.30909  0.62611  1.37493
O  -0.16130  1.73094  -0.58332
H  1.67912  1.69207  0.31964
H  1.16700  0.24646  1.76201
H  -0.40765  -0.07622  1.23186

Löwdin atomic charge list, values in e, 6 entries: -0.020 -0.119 0.084 0.059 -0.415 0.108